(1)
C14H14BiN10S2 as an isolated structure. Source: OMol25; level of theory: wB97M-V/def2-TZVPD.

Geometry (Å):
Bi -0.3337 0.8745 -0.8354
N 3.1624 0.2132 -0.6768
C 2.4743 -0.9264 -0.7090
N 3.1446 -2.0476 -0.7780
C 2.4619 -3.1946 -0.8111
N 3.1076 -4.3295 -0.8707
N 1.0895 -3.2397 -0.7726
C 0.4681 -2.1148 -0.7194
N 1.0900 -0.8876 -0.6553
C -1.0212 -2.1627 -0.6627
C -1.6940 -3.3668 -0.7824
C -3.0845 -3.3772 -0.7338
C -3.7665 -2.1823 -0.5602
C -3.0365 -1.0113 -0.4370
N -1.7006 -1.0085 -0.4754
H 4.1679 0.1474 -0.7554
H 2.7505 1.1252 -0.6039
H 4.1166 -4.3298 -0.9247
H 2.6179 -5.2095 -0.9217
H -1.1222 -4.2737 -0.9165
H -3.6268 -4.3079 -0.8378
H -4.8467 -2.1466 -0.5252
H -3.5266 -0.0549 -0.2994
N -0.2725 -0.9644 2.4198
C -0.2489 0.3665 2.4367
N -0.2264 1.2009 1.3739
C -0.2038 2.5525 1.8094
C -0.2178 2.6976 3.1445
S -0.2580 1.1828 3.9493
C -0.1475 3.6156 0.8285
C -0.1712 4.9488 1.0318
S -0.1113 5.8039 -0.4583
C -0.0496 4.2992 -1.3161
N -0.0710 3.2379 -0.5073
N 0.0221 4.2500 -2.6487
H -0.2454 -1.5108 1.5869
H -0.2722 -1.4612 3.2979
H -0.2064 3.6165 3.7089
H -0.2359 5.4881 1.9638
H 0.0237 5.0987 -3.1933
H 0.0001 3.3886 -3.1632

Summary:
Net charge: +3
E_HOMO (eV): -16.7
Energy above the lowest of the compared OMol25 structures with the same formula, charge and spin (kJ/mol): 0.0
Largest force on an atom (Eh/bohr): 0.0105
LUMO energy (eV): -10.79
Orbital gap (eV): 5.924

=====

(2)
C14H14BiN2O2S2 as an isolated structure. Source: OMol25; level of theory: wB97M-V/def2-TZVPD.

Geometry (Å):
C -0.4548 1.5833 -4.7114
C 0.9344 1.7344 -4.4852
C 1.1223 2.2720 -3.1814
C -0.1298 2.4134 -2.5696
C -1.1330 1.9842 -3.5153
Bi -0.9076 -0.4352 -2.0670
N -3.2854 -0.4948 -2.3111
C 0.9785 -2.0687 -2.0435
C 2.3425 -2.0039 -2.2826
H 2.1005 2.4535 -2.7024
H 1.7235 1.4304 -5.1887
H -0.3349 2.7569 -1.5376
H -2.2271 1.9592 -3.3428
H -0.9201 1.2145 -5.6404
H 2.7749 -1.8711 -3.3009
H 0.4853 -2.0270 -0.9746
H -3.1906 -1.1491 -1.4901
H 2.9101 -2.0198 -1.3833
H 0.2454 -2.3924 -2.7680
O 2.2421 1.2597 1.7662
S 1.6449 -0.0809 1.8714
O 2.4883 -1.1971 1.6970
N 0.1839 -0.1622 0.8017
C -0.9365 -0.0048 1.4929
S -2.4798 0.3803 0.9535
C -0.8034 -0.1977 2.9495
C -1.8357 -0.4216 3.8923
C -1.5378 -0.7171 5.2355
C -0.1662 -0.7248 5.6340
C 0.8754 -0.4815 4.6810
C 0.5438 -0.2465 3.3532
H -2.8962 -0.3905 3.5582
H -2.3521 -0.9414 5.9763
H 0.0459 -0.9308 6.6824
H 1.9492 -0.4826 4.9506

Summary:
Net charge: -1
E_HOMO (spin up / spin down) (eV): -4.1 / -4.1
Energy above the lowest of the compared OMol25 structures with the same formula, charge and spin (kJ/mol): 0.0
Largest force on an atom (Eh/bohr): 0.1430
LUMO energy (spin up / spin down) (eV): 1.87 / 1.87
Orbital gap (spin up / spin down) (eV): 5.959 / 5.975

=====

(3)
C14H14BrClNO4Pd as an isolated structure. Source: OMol25; level of theory: wB97M-V/def2-TZVPD.

Geometry (Å):
Pd 0.2721 0.0446 -0.4322
O 5.8559 -0.1878 2.0861
C 4.6958 -0.1435 1.4324
C 4.5903 0.0191 0.0507
C 3.3376 0.0532 -0.5135
N 2.2148 -0.0709 0.2047
C 2.3319 -0.2188 1.5324
Br 0.7023 -0.3460 2.4697
C 3.5319 -0.2644 2.1940
H 6.6071 -0.0922 1.4882
H 5.4670 0.1225 -0.5738
H 3.2080 0.1876 -1.5789
H 3.5851 -0.3839 3.2654
Cl -5.4524 4.3993 -0.0267
C -4.2763 3.1537 -0.2503
C -4.7042 1.8354 -0.4931
C -3.8040 0.8236 -0.6833
C -2.4125 1.0676 -0.6354
O -1.6189 0.0639 -0.8602
C -1.9869 2.4035 -0.3800
C -0.6207 2.7816 -0.3359
O 0.3861 2.0478 -0.4309
C -2.9445 3.4331 -0.1969
H -5.7655 1.6274 -0.5268
H -4.1382 -0.1862 -0.8752
H -0.4076 3.8485 -0.2231
H -2.6075 4.4453 -0.0143
C -0.7753 -4.2780 -0.5403
C -1.0148 -2.7890 -0.5556
O 0.2610 -2.0829 -0.5895
H -1.7323 -4.7990 -0.5229
H -0.2031 -4.5776 0.3365
H -0.2442 -4.6046 -1.4372
H -1.4987 -2.4406 0.3542
H -1.6138 -2.4692 -1.4071
H 0.7746 -2.4229 -1.3312

Summary:
Net charge: +1
E_HOMO (eV): -11.1
Energy above the lowest of the compared OMol25 structures with the same formula, charge and spin (kJ/mol): 25.8
Largest force on an atom (Eh/bohr): 0.0153
LUMO energy (eV): -3.53
Orbital gap (eV): 7.537

=====

(4)
C14H14CdF3IN2O2 as an isolated structure. Source: OMol25; level of theory: wB97M-V/def2-TZVPD.

Geometry (Å):
C -2.4009 -3.1511 -1.5637
C -3.4967 -2.2508 -1.2002
H -1.8629 -2.9415 -2.5115
H -2.5888 -4.1935 -1.4951
H -1.6400 -2.9363 -0.7554
H -2.9672 -1.2951 -1.1723
H -4.3534 -2.0648 -1.8231
H -3.8167 -2.2793 -0.1580
C 2.5175 -0.8622 -0.7458
C 3.8630 -0.6116 -0.9191
C 4.3805 0.6680 -0.7093
C 3.5019 1.6898 -0.3381
H 2.0242 -1.8147 -0.8876
H 4.5055 -1.4452 -1.1892
H 5.4519 0.8645 -0.7853
H 3.8269 2.7083 -0.1598
N 1.7038 0.1220 -0.3917
C 2.1451 1.3714 -0.1843
C 1.1187 2.3450 0.1403
N -0.1417 1.8567 0.1438
C -1.1901 2.6442 0.3094
C 0.2709 4.5481 0.5634
C -1.0223 4.0010 0.5442
H -2.1433 2.1335 0.2333
H -1.9028 4.6117 0.6842
C 1.3494 3.7075 0.3466
H 2.3989 4.0508 0.3401
H 0.4274 5.6090 0.7671
Cd -0.4759 -0.1452 -0.7087
I -0.6085 0.4234 -3.5099
F -1.7437 -3.3214 3.8805
C -1.4338 -3.0438 2.5708
F -0.5006 -3.9188 2.1747
F -2.5882 -3.3624 1.8812
C -0.9639 -1.5406 2.3043
O -0.7086 -0.8621 3.2876
O -0.9355 -1.3149 1.0366

Summary:
Net charge: 0
E_HOMO (eV): -8.8
Energy above the lowest of the compared OMol25 structures with the same formula, charge and spin (kJ/mol): 0.0
Largest force on an atom (Eh/bohr): 0.0517
LUMO energy (eV): -1.31
Orbital gap (eV): 7.513